<1>
This record from the OMol25 dataset describes a cluster of 6 separate species, C10H32O6 in total. The level of theory is the ωB97M-V functional and the def2-TZVPD basis.

Cartesian coordinates (Å):
C -0.419 3.564 0.936
C -0.219 2.541 2.056
O 1.177 2.317 2.275
H 0.153 3.233 0.067
H -0.151 4.593 1.177
H -1.470 3.598 0.644
H -0.802 1.664 1.776
H -0.626 2.940 2.988
H 1.415 2.675 3.129
C -1.929 0.789 -4.229
C -1.338 0.051 -3.051
O -1.254 0.974 -1.959
H -2.190 0.133 -5.057
H -1.314 1.619 -4.593
H -2.819 1.352 -3.930
H -0.357 -0.383 -3.256
H -2.026 -0.748 -2.753
H -0.768 0.524 -1.235
C 4.778 -0.381 1.985
C 4.563 -0.983 0.594
O 3.761 -2.163 0.720
H 5.493 0.434 1.883
H 5.162 -1.143 2.657
H 3.804 -0.018 2.302
H 5.495 -1.203 0.068
H 4.004 -0.293 -0.047
H 3.147 -2.196 -0.022
C 0.490 -3.579 0.497
C 0.775 -3.645 -0.997
O 1.730 -2.654 -1.370
H -0.166 -4.424 0.713
H -0.091 -2.689 0.730
H 1.418 -3.672 1.057
H -0.182 -3.454 -1.508
H 1.036 -4.624 -1.409
H 1.858 -2.659 -2.322
C -4.326 1.021 1.777
C -3.504 0.611 0.555
O -3.077 1.805 -0.061
H -3.719 1.626 2.455
H -4.687 0.130 2.294
H -5.159 1.658 1.488
H -4.200 0.035 -0.075
H -2.669 -0.072 0.740
H -2.405 1.620 -0.755
O 0.225 -0.042 0.152
H 0.611 -0.929 0.127
H 0.771 0.449 0.787

Properties
LUMO energy = 0.4 eV
SMILES = CCO.CCO.CCO.CCO.CCO.O

---

<2>
This record from the OMol25 dataset describes a structure of composition C10H32O6. The level of theory is the ωB97M-V functional and the def2-TZVPD basis.

Cartesian coordinates (Å):
C 1.898 -1.297 1.575
C 1.319 -2.573 0.975
C 1.440 -2.510 -0.591
O 2.053 -3.696 1.388
H 2.987 -1.277 1.526
H 1.670 -1.135 2.628
H 1.491 -0.402 1.104
H 0.347 -2.718 1.448
H 2.491 -2.280 -0.764
H 0.814 -1.683 -0.925
H 1.040 -3.408 -1.063
H 2.117 -3.586 2.340
C -1.477 -1.622 -1.122
C -2.365 -0.630 -0.432
C -3.731 -1.312 -0.066
O -1.742 -0.157 0.785
H -1.218 -2.500 -0.531
H -0.529 -1.182 -1.431
H -1.874 -2.026 -2.054
H -2.462 0.251 -1.067
H -4.403 -1.183 -0.915
H -4.273 -0.939 0.802
H -3.686 -2.367 0.204
H -2.374 0.449 1.178
C 1.902 -0.464 -2.975
O 1.419 0.191 -4.166
H 1.510 -1.447 -2.715
H 2.923 -0.789 -3.174
H 2.020 0.226 -2.139
H 0.480 0.168 -3.968
C 0.567 0.712 -0.285
O -0.661 1.295 -0.159
H 1.012 0.923 0.687
H 0.635 -0.361 -0.462
H 1.152 1.137 -1.101
H -1.071 0.929 0.628
C -0.822 2.632 2.873
O 0.137 3.490 2.224
H -1.024 1.681 2.380
H -0.418 2.459 3.870
H -1.759 3.185 2.942
H -0.136 3.586 1.308
C 0.638 3.650 -0.202
O -0.417 3.074 0.526
H 1.385 2.867 -0.333
H 0.318 4.002 -1.182
H 1.225 4.459 0.233
H -0.547 2.181 0.199

Properties
LUMO energy = 0.3 eV

---

Verdict on stability: <2> comes out at the bottom.